DFT (ωB97M-V/def2-TZVPD) results for C4H5N in the gas phase in a non-equilibrium geometry.

```
! wB97M-V def2-TZVPD RIJCOSX def2/J DEFGRID3
* xyz 0 1
C 2.248 -0.414 -0.095
C 1.064 -0.387 0.118
C -0.372 -0.407 0.330
C -1.124 0.854 0.162
N -1.143 -0.385 -0.891
H 3.302 -0.433 -0.267
H -0.706 -1.125 1.073
H -0.509 1.690 -0.184
H -2.139 0.583 -0.202
H -0.621 -0.072 -1.694
*
```

The calculation puts the energy relative to the best compared isomer or geometry (same formula, charge and spin) at 4.8278 eV. The total energy is -5714.0188 eV. The HOMO energy is -9.564 eV.

DFT (ωB97M-V/def2-TZVPD) results for C4H5N in the gas phase in a non-equilibrium geometry.

```
! wB97M-V def2-TZVPD RIJCOSX def2/J DEFGRID3
* xyz 0 3
C 0.366 -1.104 -0.010
C 0.994 0.086 -0.036
C -1.039 -0.853 0.001
C -0.049 1.151 -0.005
N -1.320 0.501 -0.010
H 0.786 -2.093 0.009
H 2.048 0.286 -0.051
H -1.833 -1.570 0.015
H 0.037 1.733 0.921
H 0.011 1.863 -0.834
*
```

The calculation puts the energy relative to the best compared isomer or geometry (same formula, charge and spin) at 0.0000 eV. The expectation value of S² is 2.010. The total energy is -5714.7912 eV. The HOMO energy (alpha / beta) is -6.178 / -10.193 eV.

DFT (ωB97M-V/def2-TZVPD) results for a molecular structure, C4H5N in a non-equilibrium geometry.

```
! wB97M-V def2-TZVPD RIJCOSX def2/J DEFGRID3
* xyz 0 3
C 0.627 -0.712 2.620
C 0.746 0.016 -0.319
C -0.625 0.515 0.109
C -0.041 -0.778 0.695
N 0.976 -0.453 3.658
H 0.761 -0.277 -1.366
H 1.639 0.560 -0.171
H -0.769 1.314 0.931
H -1.534 0.388 -0.628
H -0.296 -1.877 0.550
*
```

The calculation puts the energy relative to the best compared isomer or geometry (same formula, charge and spin) at 5.1070 eV. The expectation value of S² is 2.009. The total energy is -5709.6842 eV. The HOMO energy (alpha / beta) is -6.828 / -11.010 eV.

DFT (ωB97M-V/def2-TZVPD) results for 2 unconnected molecules or ions with the total composition C4H5N2 in a non-equilibrium geometry.

```
! wB97M-V def2-TZVPD RIJCOSX def2/J DEFGRID3
* xyz 1 1
C 1.681 -0.593 0.003
C 0.342 -1.001 -0.066
C 1.627 0.833 0.098
C -2.625 0.324 -0.004
N 0.361 1.196 0.097
N -0.337 0.135 -0.033
H 2.553 -1.219 -0.004
H -0.102 -1.974 -0.140
H 2.428 1.545 0.162
H -2.859 1.342 0.244
H -3.068 -0.588 -0.357
*
```

The calculation puts the energy relative to the best compared isomer or geometry (same formula, charge and spin) at 6.4617 eV. The total energy is -7194.0901 eV. The HOMO energy (alpha / beta) is -15.361 / -15.095 eV.

DFT (ωB97M-V/def2-TZVPD) results for a gas-phase ion, C4H5N2 (charge +1) in a non-equilibrium geometry.

```
! wB97M-V def2-TZVPD RIJCOSX def2/J DEFGRID3
* xyz 1 1
C 1.365 0.529 -1.598
N 1.320 1.485 -0.885
C 0.483 -0.096 -0.553
C 0.310 -0.340 0.842
C -1.059 -0.908 0.831
N -0.815 0.314 0.056
H 1.539 0.021 -2.517
H 0.707 0.074 1.757
H -1.315 -1.836 0.229
H -1.649 -0.637 1.742
H -0.884 1.394 0.097
*
```

The calculation puts the energy relative to the best compared isomer or geometry (same formula, charge and spin) at 4.8751 eV. The total energy is -7195.6767 eV. The HOMO energy is -14.603 eV.

DFT (ωB97M-V/def2-TZVPD) results for a gas-phase ion, C4H5N2O2 (charge +1) in a non-equilibrium geometry.

```
! wB97M-V def2-TZVPD RIJCOSX def2/J DEFGRID3
* xyz 1 1
C 1.621 1.096 -0.093
C 0.231 0.806 0.180
C 2.590 -0.070 -0.257
C -1.928 -0.146 -0.033
N -0.589 0.021 -0.247
N -2.363 -1.400 0.086
O -2.613 0.837 -0.188
O 2.350 -1.196 0.124
H 1.999 2.158 -0.026
H 0.297 1.436 1.165
H 3.515 0.288 -1.003
H -1.733 -2.155 0.113
H -3.377 -1.674 0.180
*
```

The calculation puts the energy relative to the best compared isomer or geometry (same formula, charge and spin) at 3.4626 eV. The total energy is -11291.9960 eV. The HOMO energy (alpha / beta) is -14.907 / -14.714 eV.

DFT (ωB97M-V/def2-TZVPD) results for a gas-phase ion, C4H5N2O2S (charge +1) in a non-equilibrium geometry.

```
! wB97M-V def2-TZVPD RIJCOSX def2/J DEFGRID3
* xyz 1 1
C 0.584 -1.173 -1.421
N -0.694 -1.580 -1.187
C -1.653 -1.092 -0.127
N -1.611 0.055 0.441
C -0.837 1.106 0.687
C 0.502 0.915 0.777
S 1.685 1.879 1.375
O 2.588 2.320 0.372
O 1.998 1.478 2.697
H 1.081 -1.400 -2.296
H 1.150 -0.560 -0.645
H -1.128 -2.201 -1.952
H -2.295 -1.796 0.205
H -1.369 2.050 1.073
*
```

The calculation puts the energy relative to the best compared isomer or geometry (same formula, charge and spin) at 4.8884 eV. The total energy is -22125.8748 eV. The HOMO energy (alpha / beta) is -13.841 / -13.842 eV.

DFT (ωB97M-V/def2-TZVPD) results for a molecular structure, C4H5N2O4S in a non-equilibrium geometry.

```
! wB97M-V def2-TZVPD RIJCOSX def2/J DEFGRID3
* xyz -1 1
C -0.953 0.027 0.222
C -3.263 -1.546 0.155
C 0.661 -0.027 -1.585
C 0.315 0.446 -0.394
N -1.052 0.317 1.549
N 2.291 -1.677 -0.374
O -3.687 -2.151 -0.780
O -1.900 -0.471 -0.457
O -3.269 -1.390 1.316
O 2.954 -2.643 -0.715
S 1.882 -1.312 1.164
H 1.664 0.172 -2.096
H -0.063 -0.606 -2.135
H 1.116 0.894 0.085
H -0.328 0.725 2.022
H -1.708 -0.255 2.107
*
```

The calculation puts the energy relative to the best compared isomer or geometry (same formula, charge and spin) at 2.7206 eV. The total energy is -26233.5489 eV. The HOMO energy is -3.436 eV.

DFT (ωB97M-V/def2-TZVPD) results for a molecular structure, C4H5N3 in a non-equilibrium geometry.

```
! wB97M-V def2-TZVPD RIJCOSX def2/J DEFGRID3
* xyz 0 1
N -2.001 0.675 1.979
C -1.347 -0.046 1.348
C -0.480 -0.799 0.464
C -0.462 0.399 -1.665
N 0.756 0.773 -1.382
C 1.476 0.317 -0.423
N 0.894 -0.420 0.596
H -0.667 -1.873 0.440
H -0.758 -0.580 -0.853
H -1.181 1.231 -1.692
H 2.535 0.541 -0.341
H 1.235 -0.218 1.528
*
```

The calculation puts the energy relative to the best compared isomer or geometry (same formula, charge and spin) at 4.6356 eV. The total energy is -8695.1767 eV. The HOMO energy is -8.205 eV.

DFT (ωB97M-V/def2-TZVPD) results for a molecular structure, C4H5N3 in a non-equilibrium geometry.

```
! wB97M-V def2-TZVPD RIJCOSX def2/J DEFGRID3
* xyz 0 1
N 2.496 -0.308 -0.268
C 0.447 -0.330 0.029
N 1.340 -1.183 -0.197
C -1.363 -0.958 0.239
C -1.943 0.243 0.190
C -0.953 1.299 0.109
N 0.311 1.040 0.069
H 2.885 -0.292 -1.197
H 3.143 -0.563 0.460
H -2.100 -1.808 0.302
H -2.992 0.530 0.191
H -1.270 2.329 0.073
*
```

The calculation puts the energy relative to the best compared isomer or geometry (same formula, charge and spin) at 4.9541 eV. The total energy is -8694.8583 eV. The HOMO energy is -8.980 eV.